Below is C4H6O2 in the gas phase in a non-equilibrium geometry, with properties calculated with ωB97M-V/def2-TZVPD.

Geometry as XYZ:
```
12
C4H6O2 ωB97M-V/def2-TZVPD
O -0.565 1.186 -0.491
O -0.786 -0.547 1.023
C -1.475 0.297 0.155
C 1.542 0.101 0.334
C 0.455 -0.898 0.401
C 0.834 -0.129 -0.782
H -1.992 -0.251 -0.649
H -2.176 0.903 0.727
H 2.588 0.125 0.548
H 0.806 -0.205 -1.857
H 0.145 1.390 0.188
H 0.623 -1.972 0.404
```

Computed properties:
ΔE to the lowest compared entry with this formula, charge and spin (kcal/mol): 114.52
Structure (SMILES): OCOC1C=C1
Charge: 0
Orbital gap (eV): 9.73

Atom charges from the Löwdin analysis, given in e for atoms 1 to 8: number 1, O, carries -0.059; number 2, O, carries -0.065; number 3, C, carries -0.243; number 4, C, carries -0.025; number 5, C, carries -0.282; number 6, C, carries -0.072; number 7, H, carries 0.140; number 8, H, carries 0.132

---

Below is 3 unconnected molecules or ions with the total composition C4H6O2 in a non-equilibrium geometry, with properties calculated with ωB97M-V/def2-TZVPD.

Geometry as XYZ:
```
12
C4H6O2 ωB97M-V/def2-TZVPD
O -0.833 -1.770 -0.538
O -3.094 0.070 -1.449
C 0.813 0.531 1.335
C -2.013 0.416 -1.402
C 0.433 1.398 0.402
C 0.352 -1.553 -0.581
H 0.812 -0.863 -1.313
H 1.056 -2.045 0.119
H 1.145 1.944 -0.211
H 0.084 -0.045 1.902
H 1.861 0.348 1.555
H -0.615 1.568 0.181
```

Computed properties:
ΔE to the lowest compared entry with this formula, charge and spin (kcal/mol): 58.19
Charge: 0
Orbital gap (eV): 10.98

Atom charges from the Löwdin analysis, given in e for atoms 1 to 8: number 1, O, carries -0.056; number 2, O, carries 0.059; number 3, C, carries -0.099; number 4, C, carries 0.017; number 5, C, carries -0.093; number 6, C, carries -0.180; number 7, H, carries 0.083; number 8, H, carries 0.086

---

Below is a molecular structure, C4H6O2 in a non-equilibrium geometry, with properties calculated with ωB97M-V/def2-TZVPD.

Geometry as XYZ:
```
12
C4H6O2 ωB97M-V/def2-TZVPD
O 0.712 1.582 0.129
O -1.178 -1.468 1.674
C -1.224 -0.516 0.903
C 0.560 0.353 0.698
C 1.568 0.509 -0.314
C -1.051 -0.609 -0.483
H 0.788 0.275 1.771
H -1.603 0.482 1.192
H -1.103 -1.610 -0.915
H 1.325 0.123 -1.294
H 2.614 0.626 -0.054
H -1.238 0.231 -1.136
```

Computed properties:
ΔE to the lowest compared entry with this formula, charge and spin (kcal/mol): 124.78
Charge: 0
Orbital gap (eV): 8.47

Atom charges from the Löwdin analysis, given in e for atoms 1 to 8: number 1, O, carries -0.001; number 2, O, carries -0.051; number 3, C, carries -0.561; number 4, C, carries -0.147; number 5, C, carries -0.090; number 6, C, carries 0.122; number 7, H, carries 0.163; number 8, H, carries 0.140

---

Below is C4H6O2 in the gas phase in a non-equilibrium geometry, with properties calculated with ωB97M-V/def2-TZVPD.

Geometry as XYZ:
```
12
C4H6O2 ωB97M-V/def2-TZVPD
O -0.432 -1.230 -0.714
O -0.659 0.977 2.088
C -0.748 -0.019 -0.032
C -1.087 -0.019 1.510
C 0.643 0.587 -0.354
C 0.872 -0.740 -1.092
H 0.646 1.481 -0.987
H 0.978 -0.663 -2.181
H -1.578 -0.287 2.461
H 1.271 0.768 0.519
H 1.671 -1.379 -0.698
H -1.577 0.524 -0.519
```

Computed properties:
ΔE to the lowest compared entry with this formula, charge and spin (kcal/mol): 83.32
Structure (SMILES): O=C[C@H]1CCO1
Charge: 0
Orbital gap (eV): 10.21

Atom charges from the Löwdin analysis, given in e for atoms 1 to 8: number 1, O, carries -0.090; number 2, O, carries -0.014; number 3, C, carries -0.265; number 4, C, carries -0.121; number 5, C, carries -0.082; number 6, C, carries -0.162; number 7, H, carries 0.113; number 8, H, carries 0.115

---

Below is a molecular structure, C4H6O2, with properties calculated with ωB97M-V/def2-TZVPD.

Geometry as XYZ:
```
12
C4H6O2 ωB97M-V/def2-TZVPD
O -1.114 0.093 1.022
O 1.839 0.032 -0.728
C 0.123 -0.960 0.770
C 0.942 0.244 0.332
C -1.173 -0.092 -0.771
C -0.411 0.875 0.010
H 1.478 0.826 1.097
H -0.765 -0.809 -1.473
H 0.361 -1.417 1.740
H -0.637 1.940 -0.026
H -2.242 0.092 -0.865
H 1.600 -0.825 -1.108
```

Computed properties:
ΔE to the lowest compared entry with this formula, charge and spin (kcal/mol): 167.08
Charge: 0
Orbital gap (spin up / spin down) (eV): 7.35 / 7.35

Atom charges from the Löwdin analysis, given in e for atoms 1 to 8: number 1, O, carries -0.092; number 2, O, carries -0.022; number 3, C, carries -0.023; number 4, C, carries -0.388; number 5, C, carries 0.144; number 6, C, carries -0.277; number 7, H, carries 0.149; number 8, H, carries 0.089

---

Below is 2 unconnected molecules or ions with the total composition C4H6O2, with properties calculated with ωB97M-V/def2-TZVPD.

Geometry as XYZ:
```
12
C4H6O2 ωB97M-V/def2-TZVPD
O -1.414 -2.415 0.015
O 0.381 -1.815 1.424
C 1.413 1.024 0.103
C -1.106 -1.045 -0.530
C 0.311 1.765 0.035
C -0.429 -1.711 0.556
H -1.887 -0.314 -0.334
H 0.126 2.451 -0.789
H -0.456 1.717 0.806
H 2.180 1.070 -0.667
H 1.579 0.323 0.917
H -0.697 -1.051 -1.537
```

Computed properties:
ΔE to the lowest compared entry with this formula, charge and spin (kcal/mol): 62.85
Structure (SMILES): O=C1CO1.C=C
Charge: 0
Orbital gap (eV): 11.14

Atom charges from the Löwdin analysis, given in e for atoms 1 to 8: number 1, O, carries 0.095; number 2, O, carries 0.136; number 3, C, carries -0.070; number 4, C, carries 0.010; number 5, C, carries -0.088; number 6, C, carries -0.509; number 7, H, carries 0.111; number 8, H, carries 0.048

---

Below is a molecular structure, C4H6O2 in a non-equilibrium geometry, with properties calculated with ωB97M-V/def2-TZVPD.

Geometry as XYZ:
```
12
C4H6O2 ωB97M-V/def2-TZVPD
O 0.580 1.045 -2.952
O 1.476 -0.310 -0.708
C 1.033 -0.987 0.412
C 0.244 0.227 0.517
C -1.276 0.278 0.593
C 0.012 0.774 -2.005
H 1.776 -1.156 1.168
H -1.714 1.181 0.167
H 0.451 -1.880 0.186
H -1.541 0.287 1.674
H -1.747 -0.601 0.158
H 0.739 1.137 0.809
```

Computed properties:
ΔE to the lowest compared entry with this formula, charge and spin (kcal/mol): 84.44
Charge: 0
Orbital gap (eV): 10.36

Atom charges from the Löwdin analysis, given in e for atoms 1 to 8: number 1, O, carries 0.075; number 2, O, carries -0.156; number 3, C, carries -0.302; number 4, C, carries -0.130; number 5, C, carries -0.088; number 6, C, carries 0.005; number 7, H, carries 0.107; number 8, H, carries 0.066

---

Below is C4H6O2 in the gas phase, with properties calculated with ωB97M-V/def2-TZVPD.

Geometry as XYZ:
```
12
C4H6O2 ωB97M-V/def2-TZVPD
O 1.407 -1.165 0.613
O -2.026 1.593 -0.335
C -1.097 0.872 -0.090
C -0.968 -0.596 0.309
C 0.419 1.016 -0.222
C 0.476 -0.537 -0.229
H 0.529 -0.927 -1.253
H 2.265 -1.166 0.170
H 0.853 1.402 0.709
H 0.804 1.579 -1.076
H -1.673 -1.313 -0.119
H -0.945 -0.702 1.400
```

Computed properties:
ΔE to the lowest compared entry with this formula, charge and spin (kcal/mol): 29.38
Structure (SMILES): O=C1CC(O)C1
Charge: 0
Orbital gap (eV): 10.30

Atom charges from the Löwdin analysis, given in e for atoms 1 to 8: number 1, O, carries -0.020; number 2, O, carries 0.103; number 3, C, carries -0.389; number 4, C, carries -0.032; number 5, C, carries -0.033; number 6, C, carries -0.378; number 7, H, carries 0.149; number 8, H, carries 0.098

---

Below is C4H6O2 in the gas phase in a non-equilibrium geometry, with properties calculated with ωB97M-V/def2-TZVPD.

Geometry as XYZ:
```
12
C4H6O2 ωB97M-V/def2-TZVPD
O -1.878 -1.123 -0.400
O -0.893 0.916 -0.257
C -0.077 0.154 0.562
C -1.821 0.027 -0.642
C 1.277 0.605 0.418
C 0.914 -0.755 -0.137
H 1.937 0.705 1.317
H 1.469 1.408 -0.284
H -2.507 0.507 -1.337
H 0.867 -0.643 -1.188
H -0.523 -0.231 1.479
H 1.236 -1.570 0.466
```

Computed properties:
ΔE to the lowest compared entry with this formula, charge and spin (kcal/mol): 45.90
Structure (SMILES): O=COC1CC1
Charge: 0
Orbital gap (eV): 11.34

Atom charges from the Löwdin analysis, given in e for atoms 1 to 8: number 1, O, carries 0.109; number 2, O, carries 0.049; number 3, C, carries -0.378; number 4, C, carries -0.367; number 5, C, carries -0.116; number 6, C, carries -0.043; number 7, H, carries 0.119; number 8, H, carries 0.110

---

Below is C4H6O2 in the gas phase in a non-equilibrium geometry, with properties calculated with ωB97M-V/def2-TZVPD.

Geometry as XYZ:
```
12
C4H6O2 ωB97M-V/def2-TZVPD
O 2.273 0.295 1.218
O -1.389 0.969 0.423
C 1.100 0.018 1.360
C -0.968 -0.226 -0.173
C 0.127 -0.076 -1.151
C 0.316 -0.749 0.364
H 0.576 0.267 2.300
H 0.124 -0.751 -2.018
H -2.054 1.352 -0.166
H -1.773 -0.916 -0.405
H 0.975 -1.155 -0.432
H 0.601 0.880 -1.288
```

Computed properties:
ΔE to the lowest compared entry with this formula, charge and spin (kcal/mol): 88.30
Structure (SMILES): O=C[C@@H]1C[C@@H]1O
Charge: 0
Orbital gap (eV): 9.51

Atom charges from the Löwdin analysis, given in e for atoms 1 to 8: number 1, O, carries 0.026; number 2, O, carries -0.003; number 3, C, carries -0.267; number 4, C, carries -0.380; number 5, C, carries -0.018; number 6, C, carries -0.104; number 7, H, carries 0.127; number 8, H, carries 0.119

---

> Which of these has the highest ΔE to the lowest compared entry with this formula, charge and spin?

number 5